[1]
{
  "formula": "C4H8BrNO",
  "method": "ωB97M-V with the def2-TZVPD basis set",
  "species": ["H", "N", "C", "C", "C", "C", "O", "H", "H", "H", "H", "H", "H", "Br", "H"],
  "coordinates": [[-1.10008, 1.78765, -1.35221], [-0.17120, 2.00457, -1.00722], [0.31371, 1.06439, -0.38846], [1.68086, 1.02445, 0.11681], [-0.42969, -0.21469, -0.03605], [-1.90900, 0.16327, 0.45082], [0.05586, -1.31972, -0.01343], [2.28209, 0.61211, -0.78657], [1.99373, 2.07052, 0.42950], [1.72033, 0.30315, 1.03994], [-1.73247, 0.95900, 1.14805], [-2.47374, 0.63781, -0.36210], [-2.35107, -0.82563, 0.65947], [1.21886, -4.84918, -0.01686], [0.90180, -3.41770, 0.11832]],
  "forces_ev_per_a": [[-0.260, 0.154, 0.031], [-0.992, 2.228, -1.670], [0.742, -2.825, 1.312], [1.968, -0.225, 1.006], [-2.171, 0.752, 0.130], [1.671, -1.829, -2.037], [-0.305, 0.573, -0.035], [-0.449, 0.652, 1.870], [-0.029, -1.385, -0.613], [0.359, 1.333, -1.899], [-0.453, -0.162, 1.116], [0.162, -0.263, 0.003], [-0.201, 0.926, 0.803], [-0.234, 1.124, 0.120], [0.191, -1.051, -0.136]],
  "nbo_charge": [0.335, -0.575, 0.184, -0.677, 0.570, -0.729, -0.546, 0.257, 0.244, 0.230, 0.241, 0.226, 0.246, -0.245, 0.240],
  "max_force_ev_per_a": 3.21,
  "e_above_lowest_kcal_mol": 33.9,
  "homo_lumo_gap_ev": 9.89,
  "smiles": "[H]/N=C(/C)C(C)=O.Br",
  "e_tot_ha": -2861.17503
}


[2]
{
  "formula": "C6H11NO3P",
  "method": "ωB97M-V with the def2-TZVPD basis set",
  "species": ["C", "C", "C", "N", "C", "C", "O", "P", "C", "O", "O", "H", "H", "H", "H", "H", "H", "H", "H", "H", "H", "H"],
  "coordinates": [[-2.34370, -2.26200, 0.19490], [-1.22009, -1.66990, -0.25924], [-0.20064, -1.00839, 0.53950], [0.63937, 0.07492, 0.12642], [0.16987, 1.30694, -0.27078], [-1.27922, 1.61758, -0.14100], [0.92987, 2.20794, -0.61959], [2.36311, -0.47468, -0.22267], [3.24454, 0.86049, 0.68463], [2.59320, -1.72140, 0.50399], [2.66938, -0.48535, -1.67263], [-2.83713, -3.01616, -0.28016], [-2.43049, -2.33101, 1.29594], [-0.80535, -1.78322, -1.16849], [0.54999, -1.78216, 0.72627], [-0.60902, -0.65285, 1.59782], [-1.61980, 1.20024, 0.84191], [-1.84019, 0.97659, -0.79900], [-1.40736, 2.57356, -0.30833], [3.47631, 1.62283, -0.11340], [2.61995, 1.24069, 1.54858], [4.05827, 0.29918, 0.98548]],
  "forces_ev_per_a": [[3.043, 1.473, 2.158], [-2.054, -0.142, 2.152], [-0.329, 1.303, 4.559], [0.359, 0.019, -2.059], [1.532, 0.001, 0.364], [0.216, -6.057, 1.892], [-0.146, -0.282, -0.117], [0.195, 2.402, -0.612], [-2.410, 1.278, -1.529], [-0.530, -1.805, 1.570], [-0.426, 0.547, -0.413], [-1.455, -1.534, -1.814], [-0.374, 0.639, -0.523], [0.444, -0.618, -3.830], [-0.144, -0.321, 0.412], [0.365, -1.199, -1.682], [0.121, 0.953, -0.415], [-0.345, -0.036, -0.728], [-0.945, 4.770, -0.583], [-0.128, -0.500, 1.314], [0.897, -0.299, -1.084], [2.111, -0.592, 0.968]],
  "nbo_charge": [-0.452, -0.136, -0.291, -0.741, 0.686, -0.697, -0.648, 2.300, -1.031, -1.182, -1.156, 0.185, 0.179, 0.197, 0.294, 0.154, 0.213, 0.224, 0.219, 0.246, 0.221, 0.217],
  "max_force_ev_per_a": 6.35,
  "charge": -1,
  "e_above_lowest_kcal_mol": 0.0,
  "homo_lumo_gap_ev": 8.63,
  "smiles": "C=CCN(C(C)=O)[P@@](C)(=O)[O-]",
  "e_tot_ha": -857.14492
}


[3]
{
  "formula": "C5H7N2",
  "method": "ωB97M-V with the def2-TZVPD basis set",
  "species": ["C", "C", "C", "N", "C", "C", "N", "H", "H", "H", "H", "H", "H", "H"],
  "coordinates": [[-1.74200, -0.71376, -0.51983], [-0.45908, -0.40174, 0.12812], [-0.16203, 0.63065, 1.09725], [0.30692, 0.81100, -0.28132], [1.74506, 0.59270, -0.51920], [1.56706, -0.82181, -0.25837], [0.68433, -1.49170, 0.21859], [-1.74227, -0.10648, -1.46015], [-2.40166, -0.45598, 0.33216], [-1.92100, -1.87149, -0.64552], [-0.97465, 1.19557, 1.32663], [0.61687, 0.71455, 1.78358], [2.32067, 1.13252, 0.25980], [2.16179, 0.78598, -1.46175]],
  "forces_ev_per_a": [[-0.297, -1.851, 0.479], [2.697, -2.020, -0.328], [1.666, -0.330, -1.676], [-0.453, 2.215, -1.073], [0.064, 0.775, 2.034], [-2.418, -1.717, 1.547], [1.070, -0.019, -0.659], [-0.821, -0.722, 0.879], [-0.666, 0.252, -1.208], [0.589, 2.391, -0.120], [-2.361, 1.765, 0.523], [1.011, -0.746, 1.511], [-0.031, -0.478, -0.409], [-0.051, 0.486, -1.499]],
  "nbo_charge": [-0.677, 0.347, -0.257, -0.317, -0.322, 0.614, -0.299, 0.279, 0.269, 0.294, 0.264, 0.245, 0.282, 0.278],
  "max_force_ev_per_a": 3.39,
  "charge": 1,
  "e_above_lowest_kcal_mol": 155.7,
  "homo_lumo_gap_ev": [8.38, 8.39],
  "smiles": "C[C@]12CN1CC#[N+]2",
  "e_tot_ha": -303.77090
}


[4]
{
  "formula": "C11H28AlFNO11S3",
  "method": "ωB97M-V with the def2-TZVPD basis set",
  "species": ["O", "C", "F", "N", "C", "O", "Al", "H", "H", "H", "H", "O", "S", "O", "O", "C", "C", "C", "H", "H", "H", "H", "H", "H", "H", "H", "O", "S", "O", "O", "C", "C", "C", "H", "H", "H", "H", "H", "H", "H", "H", "O", "S", "O", "O", "C", "C", "C", "H", "H", "H", "H", "H", "H", "H", "H"],
  "coordinates": [[-5.33338, 1.69045, -0.69469], [-4.93537, 1.72020, -1.81808], [-5.70265, 2.34417, -2.75858], [-3.74386, 1.20312, -2.31569], [-2.99093, 2.12744, -3.29866], [-3.31827, 2.02775, -4.45481], [-1.43176, 3.34916, -2.68020], [-3.94441, 0.34534, -2.82877], [-1.89480, 4.31765, -1.48826], [-0.99320, 4.27671, -3.94037], [-0.24411, 2.35722, -2.27329], [-1.77898, 3.35911, 0.99304], [-2.20223, 3.68872, 2.30966], [-1.42139, 4.56881, 3.13029], [-2.46561, 2.33240, 3.11771], [-1.40417, 1.35711, 3.08536], [-0.24172, 1.71643, 3.98873], [-3.86740, 4.25104, 2.27319], [-1.08051, 1.21729, 2.05245], [-1.87476, 0.43217, 3.41511], [0.27598, 2.60508, 3.63251], [0.46950, 0.88967, 4.01418], [-0.59146, 1.91659, 5.00216], [-4.45188, 3.55752, 1.67375], [-3.84706, 5.23406, 1.80839], [-4.24147, 4.31563, 3.29150], [2.21449, 1.41497, -1.62139], [3.37258, 1.19058, -2.41955], [3.25263, 0.86882, -3.80760], [4.25420, 0.06387, -1.70084], [3.51518, -1.12282, -1.33024], [3.21037, -2.03380, -2.50042], [4.50319, 2.52637, -2.24115], [2.60437, -0.81559, -0.81592], [4.14235, -1.63756, -0.60463], [2.53210, -1.55768, -3.20682], [2.73699, -2.94823, -2.14083], [4.12094, -2.29104, -3.04328], [4.61905, 2.74839, -1.18447], [4.06041, 3.37080, -2.76472], [5.45012, 2.24835, -2.69577], [0.81769, -4.40882, -0.91023], [0.45304, -3.79160, 0.32926], [1.38608, -2.94067, 1.00077], [-0.03576, -4.92740, 1.33301], [0.85098, -6.04735, 1.54372], [2.01980, -5.71120, 2.44685], [-1.07733, -2.94829, 0.15331], [1.18472, -6.42460, 0.57592], [0.22069, -6.80939, 1.99767], [2.69191, -4.99445, 1.97861], [2.58248, -6.61886, 2.66803], [1.66741, -5.27586, 3.38166], [-1.78759, -3.60744, -0.33679], [-0.88094, -2.06950, -0.45890], [-1.42624, -2.65083, 1.13810]],
  "forces_ev_per_a": [[-0.049, 0.027, -0.352], [0.190, -0.083, 0.502], [0.098, 0.017, 0.129], [-0.035, -0.066, -0.048], [-0.211, 0.497, -0.624], [0.081, -0.460, 0.290], [0.339, 0.375, 0.056], [-0.120, 0.111, -0.060], [-0.256, 0.009, 0.022], [-0.132, -0.120, -0.109], [-0.078, -0.162, 0.043], [0.305, -0.033, 0.076], [-0.309, -0.089, 0.016], [0.015, 0.035, -0.001], [0.023, 0.078, 0.177], [0.189, -0.279, -0.101], [-0.035, 0.145, 0.012], [-0.065, -0.017, 0.018], [-0.023, 0.088, -0.017], [-0.095, 0.045, 0.021], [0.003, -0.006, -0.026], [-0.026, -0.033, -0.012], [0.001, -0.042, 0.011], [0.018, -0.009, -0.030], [0.023, -0.004, -0.031], [0.014, 0.010, 0.007], [-0.031, 0.020, -0.012], [0.136, -0.069, 0.126], [0.000, 0.045, -0.066], [0.072, 0.015, -0.186], [-0.208, -0.411, 0.273], [-0.025, 0.114, -0.206], [0.033, 0.033, 0.025], [0.009, 0.011, -0.019], [0.120, 0.138, 0.000], [-0.020, 0.015, 0.018], [0.033, 0.008, 0.078], [0.030, -0.024, 0.053], [-0.011, 0.000, 0.008], [-0.030, -0.004, 0.002], [-0.008, -0.010, -0.017], [0.194, -0.048, -0.036], [-0.353, 0.117, 0.041], [0.179, 0.001, -0.056], [-0.036, 0.045, 0.054], [0.179, -0.275, 0.024], [-0.001, 0.154, -0.029], [-0.012, 0.000, -0.008], [-0.017, 0.085, -0.036], [-0.088, 0.064, 0.001], [-0.002, -0.009, -0.018], [-0.035, -0.032, 0.002], [-0.006, -0.041, 0.023], [0.001, -0.006, -0.007], [0.018, 0.008, -0.004], [0.013, 0.019, 0.007]],
  "nbo_charge": [-0.567, 0.977, -0.354, -0.806, 0.347, -0.590, 0.773, 0.384, -0.389, -0.401, -0.373, -0.897, 2.381, -0.954, -0.728, -0.079, -0.640, -0.891, 0.213, 0.183, 0.232, 0.211, 0.207, 0.268, 0.254, 0.238, -0.909, 2.383, -0.938, -0.730, -0.081, -0.649, -0.889, 0.211, 0.187, 0.232, 0.229, 0.205, 0.247, 0.259, 0.242, -0.946, 2.384, -0.940, -0.723, -0.076, -0.641, -0.888, 0.200, 0.191, 0.231, 0.212, 0.216, 0.251, 0.276, 0.254],
  "max_force_ev_per_a": 0.83,
  "charge": -1,
  "e_above_lowest_kcal_mol": 0.0,
  "homo_lumo_gap_ev": 6.90,
  "e_tot_ha": -2855.17122
}